[1]
Density functional theory data (ωB97M-V with the def2-TZVPD basis set) for a structure of composition C42H53BrN2O2PPbSi.

Net charge ... +3
HOMO-LUMO gap ... 8.15 eV
HOMO ... -15.68 eV
LUMO level ... -7.54 eV

CARTESIAN COORDINATES (ANGSTROEM)
Pb: -2.5826 -2.2110 1.0958
Br: -0.1137 0.2438 -0.2870
P: 0.9599 -1.6028 0.2474
Si: 2.7767 4.8713 -0.2094
O: -8.7220 -2.9092 -2.5207
O: -7.2839 -7.6070 0.3857
N: -3.8966 -4.1693 1.2426
N: -4.2709 -2.2094 -0.5820
C: 0.7195 6.5508 -1.3785
C: -1.1395 -3.2840 -0.4002
C: 3.0689 6.5999 -2.2461
C: 4.1446 2.4717 0.4190
C: 0.8427 5.4389 1.7645
C: 4.2254 3.7137 -0.4888
C: 1.9495 5.6858 -1.6782
C: 0.8267 -3.1345 2.4886
C: 2.9663 -0.9664 -1.5260
C: -0.7779 -5.2081 -1.8576
C: 0.6310 -2.2891 4.7303
C: 5.4322 4.5972 -0.0701
C: 0.7729 -1.8220 2.0064
C: 5.2972 -0.9960 -0.9431
C: -6.3852 -3.0770 -1.2434
C: 0.5760 -0.9864 4.2487
C: -5.4307 -6.4739 1.3083
C: -4.3458 -6.3165 2.1664
C: -4.4610 -1.1706 -1.4043
C: 4.4505 3.2275 -1.9243
C: 0.5533 -4.8765 -2.0385
C: 3.6582 -1.4938 0.7423
C: -1.6004 -4.4239 -1.0506
C: 4.2910 -0.8071 -1.8874
C: -6.2602 -7.7245 1.3402
C: -3.6073 -5.1579 2.0979
C: -6.5848 -2.0014 -2.0985
C: 0.2158 -2.9646 -0.6188
C: -5.5892 -1.0324 -2.1800
C: 3.0257 4.6774 2.6797
C: -4.9484 -4.2990 0.4179
C: 2.3651 5.4399 1.5263
C: 0.6511 -0.7465 2.8871
C: -7.8381 -1.8923 -2.9181
C: -5.2172 -3.1608 -0.5051
C: 4.9844 -1.3330 0.3652
C: 1.5463 4.6350 -2.7311
C: 2.6533 -1.3191 -0.2087
C: 0.7596 -3.3601 3.8549
C: 2.8979 6.8994 1.5302
C: 1.0575 -3.7439 -1.4187
C: -5.7250 -5.4452 0.4224
H: 0.4731 -0.1590 4.9374
H: 0.6052 0.2682 2.5134
H: 2.7752 5.1945 3.6088
H: -5.6940 -0.1742 -2.8304
H: 0.5748 -2.4702 5.7955
H: 2.1827 -0.8335 -2.2631
H: 2.6843 7.0785 -3.1503
H: 2.6506 3.6569 2.7643
H: 5.3942 2.6760 -1.9454
H: 5.3730 4.9523 0.9591
H: -0.1321 5.9547 -1.0504
H: 2.6325 7.3508 2.4897
H: 0.4298 7.0499 -2.3060
H: 5.7707 -1.4819 1.0926
H: 2.0979 -3.4815 -1.5550
H: -6.6543 -7.8495 2.3554
H: 0.4068 4.4427 1.6514
H: 0.8424 3.8997 -2.3318
H: 4.5446 -0.5506 -2.9073
H: 0.8115 -4.3710 4.2360
H: -4.0779 -7.0854 2.8790
H: -7.5588 -1.9867 -3.9751
H: -2.7550 -5.0040 2.7492
H: 3.2684 1.8558 0.1926
H: 0.6612 5.7545 2.7945
H: 5.5671 5.4582 -0.7289
H: 3.3451 7.3986 -1.5539
H: 0.9215 -3.9694 1.8047
H: 4.1121 4.6474 2.6146
H: 2.3953 4.1093 -3.1581
H: -1.1848 -6.0864 -2.3424
H: 4.5374 4.0349 -2.6489
H: -6.5571 -5.5664 -0.2531
H: 6.3333 -0.8848 -1.2356
H: 3.9857 6.9465 1.4429
H: 3.4150 -1.7655 1.7614
H: -8.2649 -0.8932 -2.7786
H: 3.6646 2.5456 -2.2517
H: -3.6710 -0.4295 -1.4373
H: 6.3378 3.9898 -0.1484
H: 0.9053 7.3309 -0.6426
H: 0.3079 6.1261 1.1162
H: -9.5617 -2.8125 -2.9811
H: -5.6043 -8.5790 1.1350
H: 1.0385 5.1527 -3.5480
H: 1.1973 -5.4890 -2.6541
H: -7.8469 -8.3874 0.4117
H: 4.1406 2.7121 1.4779
H: 3.9713 6.0573 -2.5296
H: 2.4586 7.5240 0.7520
H: -2.6359 -4.7262 -0.9482
H: 5.0264 1.8550 0.2264
H: -7.1598 -3.8230 -1.1587

Forces on the atoms, in the same order (eV/Å):
Pb -0.014 0.048 -0.084
Br -0.042 -0.122 0.015
P -0.041 0.033 -0.031
Si 0.027 0.097 -0.013
O -0.004 0.012 0.011
O 0.001 -0.008 -0.001
N 0.052 -0.036 0.004
N -0.086 0.015 0.090
C 0.000 -0.004 0.010
C 0.073 -0.046 0.095
C -0.007 0.004 -0.003
C 0.000 0.006 -0.016
C -0.003 -0.003 -0.002
C -0.012 -0.017 0.013
C 0.011 0.002 -0.006
C -0.033 0.003 0.011
C 0.016 -0.001 -0.001
C -0.015 0.008 -0.005
C -0.002 -0.001 0.004
C 0.011 -0.021 0.000
C -0.026 -0.014 -0.001
C 0.000 -0.001 0.001
C 0.006 -0.010 -0.008
C 0.002 0.004 0.000
C -0.003 -0.009 -0.002
C 0.005 -0.007 0.000
C 0.024 -0.013 -0.027
C 0.000 -0.008 -0.002
C 0.009 0.021 0.005
C 0.005 -0.023 -0.022
C -0.057 0.056 -0.078
C -0.007 0.002 0.001
C 0.000 0.006 -0.004
C -0.023 0.000 0.006
C -0.009 -0.003 -0.005
C 0.082 -0.063 0.025
C 0.015 -0.016 -0.024
C 0.005 -0.012 -0.006
C 0.010 0.027 -0.012
C 0.017 0.015 -0.003
C 0.033 -0.006 0.004
C 0.011 -0.016 -0.009
C 0.016 -0.011 0.018
C -0.002 -0.001 0.005
C -0.001 0.005 -0.012
C 0.019 0.037 0.034
C -0.005 0.000 -0.010
C -0.007 0.000 0.021
C -0.034 0.016 -0.050
C -0.021 0.009 0.010
H 0.001 0.000 0.000
H -0.002 0.001 -0.001
H 0.005 0.003 -0.002
H 0.004 0.000 0.000
H 0.000 0.001 0.000
H 0.000 0.007 0.000
H 0.001 -0.005 -0.002
H -0.008 0.003 0.006
H 0.001 0.000 0.000
H 0.001 0.004 -0.004
H 0.002 -0.001 0.003
H 0.001 -0.002 0.000
H -0.002 -0.004 0.000
H 0.000 0.003 0.001
H 0.009 -0.003 0.010
H -0.007 0.004 -0.001
H 0.006 -0.001 0.012
H -0.007 0.011 -0.003
H -0.001 -0.001 0.000
H 0.004 -0.001 0.001
H 0.007 0.001 -0.003
H -0.005 0.020 -0.004
H -0.001 0.002 0.000
H 0.004 0.001 -0.006
H 0.002 0.012 -0.005
H -0.003 0.001 0.001
H -0.001 0.001 -0.001
H 0.005 0.001 -0.001
H 0.001 -0.007 0.000
H -0.008 -0.001 0.006
H 0.003 0.000 -0.001
H 0.006 -0.004 0.000
H -0.005 0.000 0.007
H 0.001 -0.003 0.001
H 0.002 -0.001 -0.001
H -0.002 0.001 0.002
H -0.005 -0.003 0.022
H 0.001 0.003 0.002
H -0.013 0.007 0.012
H -0.001 0.000 0.000
H -0.002 0.004 -0.006
H -0.005 -0.005 -0.012
H 0.006 -0.012 -0.015
H 0.002 -0.001 0.004
H 0.009 0.003 -0.003
H -0.003 -0.001 -0.002
H -0.001 0.000 0.000
H -0.008 0.007 0.015
H 0.000 0.004 0.003
H 0.002 -0.001 0.002
H 0.004 -0.017 0.025
H 0.005 0.010 0.006
H -0.003 0.003 -0.009


[2]
Density functional theory data (ωB97M-V with the def2-TZVPD basis set) for the ion C22H30N3O3S with charge +1 at a distorted geometry.

Net charge ... +1
HOMO-LUMO gap ... 8.68 eV
Structure (SMILES) ... [NH3+]S(=O)(=O)c1ccc(CCNCC(=O)N2CCC(Cc3ccccc3)CC2)cc1
HOMO ... -11.97 eV
Energy above the lowest of the compared OMol25 structures with the same formula, charge and spin ... 5.0 kJ/mol
LUMO level ... -3.29 eV

CARTESIAN COORDINATES (ANGSTROEM)
S: 0.7706 -3.1999 0.6592
O: 2.0258 -3.0741 1.3079
O: 0.3866 -4.3895 -0.0032
O: -1.2485 -0.7075 -1.1514
N: 1.0052 -1.9980 -0.8187
N: -2.3101 1.5876 0.7785
N: -1.2615 1.3073 -2.1667
C: -2.5613 -0.7139 2.3572
C: 4.6065 1.7205 -0.1017
C: -0.5379 -2.3450 1.4633
C: 3.5145 2.4836 -0.4747
C: 4.4222 0.4916 0.5101
C: 2.2209 2.0324 -0.2408
C: 3.1393 0.0326 0.7615
C: 1.0296 2.8309 -0.6872
C: -1.7177 0.4398 -1.2769
C: -0.2205 -1.3049 2.3161
C: -1.8390 -2.6590 1.1237
C: -1.6066 2.7189 -2.1914
C: -0.3983 3.5491 -2.6539
C: -3.1960 1.6789 1.9220
C: -2.8553 0.8661 -0.3681
C: 1.0686 1.5404 -2.9079
C: -3.6034 0.3305 2.6019
C: -0.3039 0.9184 -3.1820
C: -1.2434 -0.4893 2.7644
C: 0.9270 2.9130 -2.2243
C: -2.8520 -1.8415 1.5890
C: 2.0468 0.8029 0.3860
H: -1.4435 1.1443 1.0741
H: -1.0191 0.3443 3.4131
H: 1.0396 0.4647 0.6040
H: -2.0345 -3.5036 0.4846
H: 1.5914 1.6519 -3.8577
H: 1.7590 -1.3346 -0.5936
H: 3.0038 -0.9152 1.2642
H: -0.2528 -0.1707 -3.2181
H: 0.1056 -1.4548 -1.0483
H: -2.6841 2.3133 2.6477
H: -3.3762 -0.0565 -0.0805
H: 1.7430 3.5508 -2.5732
H: -1.9037 3.0248 -1.1888
H: 1.6707 0.8828 -2.2803
H: -3.7210 0.5159 3.6696
H: 1.1084 3.8493 -0.3009
H: -3.5639 1.5164 -0.8875
H: -3.8755 -2.0580 1.3217
H: -0.4868 4.5519 -2.2372
H: 3.6662 3.4435 -0.9446
H: -0.3985 3.6453 -3.7404
H: 1.2673 -2.5697 -1.6216
H: -2.4484 2.8826 -2.8736
H: 0.1267 2.3870 -0.2690
H: -0.6928 1.2717 -4.1407
H: 5.6047 2.0866 -0.2849
H: -4.5633 -0.0090 2.2139
H: 0.8055 -1.1354 2.5998
H: 5.2726 -0.1040 0.8022
H: -4.1016 2.1965 1.6015

Forces on the atoms, in the same order (eV/Å):
S 0.238 0.905 -0.797
O -0.128 0.134 0.346
O -0.471 -0.071 0.013
O -0.107 -0.113 0.002
N -0.285 -0.443 0.469
N 0.378 -0.091 -0.225
N -0.026 -0.196 -0.097
C 0.077 -0.181 -0.090
C 0.051 -0.030 -0.009
C 0.515 -0.624 -0.249
C -0.118 -0.057 0.055
C 0.068 -0.076 -0.007
C -0.095 0.048 0.131
C 0.038 0.017 0.052
C 0.171 0.067 -0.185
C -0.148 0.117 0.082
C 0.075 0.266 0.205
C -0.154 -0.078 -0.028
C -0.325 0.538 -0.024
C 0.160 -0.056 0.059
C -0.050 0.048 0.131
C -0.088 -0.007 0.222
C -0.129 0.043 -0.037
C -0.063 0.173 -0.099
C 0.418 -0.285 -0.189
C 0.041 -0.284 -0.029
C -0.046 -0.017 0.016
C 0.169 -0.017 0.168
C 0.088 0.122 0.049
H -0.125 0.089 -0.124
H 0.060 0.109 0.072
H -0.113 0.002 0.012
H -0.125 -0.104 -0.109
H 0.048 -0.047 -0.018
H -0.093 -0.129 -0.041
H 0.001 -0.048 0.077
H -0.068 0.157 -0.078
H 0.236 -0.103 0.134
H -0.142 0.004 0.017
H 0.032 0.114 -0.166
H -0.039 -0.017 0.032
H -0.006 -0.056 -0.057
H 0.018 -0.059 -0.087
H -0.085 -0.027 0.033
H -0.103 0.030 0.056
H 0.024 -0.062 -0.033
H -0.094 0.013 -0.060
H -0.046 0.053 -0.051
H 0.029 0.138 -0.074
H -0.045 0.064 -0.023
H 0.084 -0.062 0.054
H 0.021 0.007 0.080
H -0.057 0.054 0.071
H -0.017 -0.056 0.037
H 0.107 0.033 -0.017
H -0.008 -0.055 0.068
H 0.140 0.095 0.086
H 0.101 -0.050 0.037
H 0.013 0.064 0.135


[3]
Density functional theory data (ωB97M-V with the def2-TZVPD basis set) for a cluster of 2 separate species, C2H4Cl2S in total at a distorted geometry.

Net charge ... 0
HOMO-LUMO gap (alpha / beta) ... 6.43 / 6.42 eV
HOMO (alpha / beta) ... -8.44 / -8.44 eV
Energy above the lowest of the compared OMol25 structures with the same formula, charge and spin ... 293.8 kJ/mol
LUMO level (alpha / beta) ... -2.01 / -2.02 eV

CARTESIAN COORDINATES (ANGSTROEM)
Cl: -1.9411 -0.0453 -1.0758
Cl: -1.0267 -1.1565 1.4485
S: 0.1542 2.0615 1.1405
C: -0.5492 -0.4354 -0.0642
C: 0.8468 -0.5990 -0.6022
H: 1.4350 0.3277 -0.4149
H: 0.8038 -0.7311 -1.7100
H: -1.1064 2.0839 1.4741
H: 1.3837 -1.5058 -0.1961

Forces on the atoms, in the same order (eV/Å):
Cl 1.545 -0.467 0.622
Cl 0.448 0.012 -1.141
S 0.204 -1.581 -1.102
C -0.608 2.310 1.723
C 0.726 -0.518 -0.981
H -0.435 -1.058 -0.108
H -0.110 0.094 0.750
H -0.991 0.187 0.367
H -0.779 1.022 -0.130


Question: Which formula does entry 3 have?
Answer: C2H4Cl2S


Question: What is the net charge in the second record?
Answer: +1


Question: net charge of number 2 (C22H30N3O3S)?
Answer: +1